Entry from OMol25: the molecule C5H8O2 (wB97M-V/def2-TZVPD).

## Properties
SMILES	C[C@@]1(O)C[C@H]2O[C@H]21
relative energy (zero: lowest compared OMol25 entry of this formula, charge and spin)	52.5	kcal per mole

Geometry as ORCA input:
```
! RIJCOSX wB97M-V def2-TZVPD def2/J DEFGRID3
* xyz 0 1
C -1.20 1.05 0.62
C -0.22 -0.09 0.42
O -0.21 -0.99 1.51
C -0.31 -0.94 -0.89
C 1.12 -0.52 -1.21
O 1.13 0.91 -1.29
C 1.21 0.30 -0.01
H -1.12 1.79 -0.18
H -2.23 0.67 0.65
H -1.01 1.56 1.57
H 0.33 -0.60 2.21
H -0.39 -2.00 -0.63
H -1.06 -0.66 -1.63
H 1.89 -1.05 -1.76
H 2.06 0.56 0.62
*
```

Entry from OMol25: the molecule Br2H2O2Si at a distorted geometry (wB97M-V/def2-TZVPD).

## Properties
SMILES	O[Si](O)(Br)Br
relative energy (zero: lowest compared OMol25 entry of this formula, charge and spin)	9.4	kcal per mole

Geometry as ORCA input:
```
! RIJCOSX wB97M-V def2-TZVPD def2/J DEFGRID3
* xyz 0 1
O -0.74 -0.23 1.48
Si -0.11 0.17 -0.01
O 1.24 -0.62 -0.46
Br -1.55 -0.07 -1.74
Br 0.40 2.36 0.03
H -0.54 -1.06 2.08
H 1.31 -0.55 -1.38
*
```

Entry from OMol25: a 3-piece molecular cluster, C23H49N6O3 overall at a distorted geometry (wB97M-V/def2-TZVPD).

Geometry as ORCA input:
```
! RIJCOSX wB97M-V def2-TZVPD def2/J DEFGRID3
* xyz 1 1
C -1.06 1.05 -2.35
C -0.09 1.24 -1.18
N -0.07 0.05 -0.33
C 0.73 0.22 0.87
C 0.31 1.43 1.73
C 0.61 1.21 3.19
N 1.84 1.43 3.58
N 2.22 1.29 4.84
C 1.27 0.94 5.65
C 1.69 0.82 7.11
O 1.28 2.02 7.77
O 2.03 3.09 7.25
C -0.09 0.64 5.38
C -0.42 0.79 4.05
N -1.75 0.54 3.62
C 0.45 -1.12 -1.02
C 1.46 -1.02 -2.15
O 0.04 -2.21 -0.69
H -1.13 1.95 -2.96
H -2.07 0.84 -2.00
H -0.78 0.22 -3.01
H -0.45 2.13 -0.66
H 0.88 1.51 -1.61
H 0.57 -0.68 1.49
H 1.82 0.27 0.70
H -0.72 1.74 1.58
H 0.92 2.30 1.43
H 2.54 1.74 2.91
H 1.19 -0.01 7.61
H 2.78 0.78 7.20
H 1.42 3.62 6.72
H -0.82 0.33 6.11
H -1.70 -0.07 2.80
H -2.14 1.42 3.29
H 1.25 -0.22 -2.87
H 1.44 -1.95 -2.72
H 2.49 -0.87 -1.81
C 2.04 -6.35 4.14
C 0.84 -5.54 4.61
N 1.14 -4.13 4.79
C 0.12 -3.41 5.53
C -1.27 -3.29 4.88
C 1.69 -3.44 3.64
C 0.88 -3.45 2.34
H 2.90 -6.20 4.80
H 1.80 -7.41 4.14
H 2.34 -6.09 3.12
H 0.52 -5.95 5.57
H 0.01 -5.69 3.90
H 0.49 -2.40 5.76
H 0.00 -3.90 6.50
H -1.27 -2.59 4.05
H -1.98 -2.92 5.62
H -1.64 -4.25 4.53
H 2.68 -3.86 3.43
H 1.90 -2.40 3.92
H 0.53 -4.44 2.08
H 1.52 -3.11 1.51
H 0.03 -2.77 2.38
C -0.86 4.64 -5.64
C -0.63 3.35 -6.42
N -1.85 2.66 -6.76
C -1.63 1.30 -7.23
C -0.85 1.10 -8.53
C -2.83 3.43 -7.51
C -2.39 4.05 -8.84
H -1.48 4.45 -4.76
H 0.09 5.04 -5.29
H -1.34 5.41 -6.24
H -0.02 2.70 -5.79
H -0.01 3.59 -7.30
H -2.60 0.80 -7.32
H -1.11 0.76 -6.43
H -1.43 1.37 -9.40
H -0.59 0.04 -8.63
H 0.08 1.66 -8.54
H -3.19 4.24 -6.87
H -3.71 2.81 -7.68
H -1.43 4.57 -8.76
H -3.13 4.79 -9.16
H -2.31 3.31 -9.64
*
```

Entry from OMol25: C4H10N2O as an isolated structure at a distorted geometry (wB97M-V/def2-TZVPD).

## Properties
relative energy (zero: lowest compared OMol25 entry of this formula, charge and spin)	194.3	kcal per mole

Geometry as ORCA input:
```
! RIJCOSX wB97M-V def2-TZVPD def2/J DEFGRID3
* xyz 0 1
C -0.36 0.80 1.79
C -1.07 0.38 0.40
C -1.09 -1.04 0.44
C 1.16 -0.28 -1.82
H -1.32 0.92 2.53
H 0.27 -0.21 2.00
H 0.43 1.86 1.86
H -2.10 0.80 0.63
H -1.51 -1.13 1.60
H -1.77 -1.60 -0.27
H -0.06 -1.49 0.28
H 1.43 1.86 -1.16
H 0.55 -1.28 -1.84
H 2.78 -1.35 -2.61
N 0.88 0.92 -0.94
N 2.26 -0.14 -2.23
O -0.49 0.97 -0.67
*
```

Entry from OMol25: the molecule C20H22BrN3O3 (wB97M-V/def2-TZVPD).

## Properties
SMILES	CCCCC(=O)Nc1ccc(C(=O)NNC(=O)c2ccc(C)c(Br)c2)cc1
relative energy (zero: lowest compared OMol25 entry of this formula, charge and spin)	2.3	kcal per mole

Geometry as ORCA input:
```
! RIJCOSX wB97M-V def2-TZVPD def2/J DEFGRID3
* xyz 0 1
C -5.62 -0.50 -0.52
C -4.39 -0.22 0.33
C -3.75 -1.50 0.89
C -2.93 -2.25 -0.16
C -1.61 -1.57 -0.46
O -1.44 -0.82 -1.40
N -0.63 -1.90 0.44
C 0.74 -1.64 0.37
C 1.37 -1.26 -0.80
C 2.74 -1.07 -0.82
C 3.50 -1.27 0.32
C 4.98 -1.04 0.35
O 5.78 -1.84 0.77
N 5.39 0.17 -0.16
N 4.49 1.21 -0.39
C 3.66 1.58 0.65
O 3.98 1.45 1.81
C 2.32 2.04 0.20
C 2.04 2.63 -1.03
C 0.73 2.83 -1.42
C -0.34 2.43 -0.62
C -1.75 2.54 -1.12
C -0.04 1.88 0.62
Br -1.42 1.33 1.80
C 1.26 1.70 1.04
C 2.87 -1.68 1.49
C 1.50 -1.86 1.52
H -5.36 -1.09 -1.40
H -6.05 0.44 -0.87
H -6.37 -1.03 0.05
H -4.67 0.42 1.17
H -3.65 0.32 -0.26
H -3.11 -1.24 1.73
H -4.54 -2.16 1.26
H -2.74 -3.27 0.18
H -3.50 -2.30 -1.10
H -0.93 -2.39 1.27
H 0.79 -1.10 -1.70
H 3.22 -0.81 -1.76
H 6.35 0.43 0.03
H 4.12 1.24 -1.33
H 2.84 2.96 -1.67
H 0.52 3.28 -2.37
H -1.81 3.22 -1.96
H -2.07 1.55 -1.45
H -2.42 2.88 -0.33
H 1.48 1.26 2.00
H 3.46 -1.84 2.38
H 1.02 -2.18 2.43
*
```

Entry from OMol25: C30H48LuP2Te as an isolated structure at a distorted geometry (wB97M-V/def2-TZVPD).

## Properties
relative energy (zero: lowest compared OMol25 entry of this formula, charge and spin)	98.1	kcal per mole

Geometry as ORCA input:
```
! RIJCOSX wB97M-V def2-TZVPD def2/J DEFGRID3
* xyz 1 1
Lu -0.65 1.05 1.29
C 0.45 0.91 3.39
C 1.37 1.32 2.36
C -0.25 2.96 2.57
C -0.58 1.92 3.48
C 0.95 2.63 1.88
C 0.56 -0.26 4.28
H 1.54 -0.72 4.25
H -0.14 -1.05 4.00
H 0.22 0.01 5.30
C -1.65 2.03 4.51
H -2.45 1.29 4.39
H -2.13 3.01 4.49
H -1.23 1.91 5.52
C -1.01 4.24 2.48
H -1.10 4.68 3.48
H -2.03 4.07 2.12
H -0.53 4.97 1.82
C 1.62 3.54 0.92
H 2.48 4.06 1.37
H 0.93 4.33 0.61
H 1.97 2.99 0.04
C 2.46 0.50 1.77
H 3.42 1.03 1.78
H 2.27 0.33 0.69
H 2.55 -0.46 2.28
C 0.34 -2.77 0.01
C 1.49 -3.37 0.33
C 2.84 -3.06 -0.19
C 2.88 -2.48 -1.63
C 2.87 -0.98 -1.62
C 1.83 -0.21 -1.92
C 0.50 -0.43 -1.23
C -0.01 -1.90 -1.17
H 3.41 -4.00 -0.17
H 2.09 -2.94 -2.24
H 3.34 -2.37 0.51
H 0.25 -2.39 -2.11
H -0.49 -2.87 0.71
H 1.48 -4.14 1.13
H -1.12 -1.86 -1.15
H 0.59 -0.02 -0.16
H 1.94 0.74 -2.44
H -0.24 0.15 -1.83
H 3.83 -2.80 -2.10
H 3.88 -0.55 -1.51
P -0.55 -1.00 -4.27
P -0.59 2.17 -4.65
C -0.56 -0.30 -6.02
C -1.15 1.12 -6.10
H -1.16 -0.98 -6.64
H 0.49 -0.29 -6.36
H -0.81 1.60 -7.03
H -2.26 1.10 -6.12
C -1.25 3.77 -5.30
H -0.79 4.57 -4.71
H -2.33 3.79 -5.16
H -1.01 3.91 -6.36
C 1.14 2.41 -5.25
H 1.20 2.54 -6.33
H 1.77 1.55 -4.95
H 1.52 3.31 -4.76
C -2.21 -1.79 -4.39
H -2.39 -2.37 -3.48
H -2.24 -2.45 -5.27
H -2.96 -1.00 -4.47
C 0.47 -2.51 -4.67
H 1.03 -2.35 -5.61
H -0.17 -3.40 -4.77
H 1.20 -2.68 -3.87
Te -2.55 -1.21 2.81
C -2.44 -1.83 4.88
C -3.28 -1.17 5.81
C -3.04 -1.29 7.19
C -2.03 -2.15 7.66
C -1.29 -2.90 6.75
C -1.50 -2.77 5.36
H -4.07 -0.53 5.41
H -3.63 -0.74 7.90
H -1.85 -2.24 8.73
H -0.54 -3.60 7.13
H -0.92 -3.34 4.63
*
```

Entry from OMol25: the molecule C4H8BrN at a distorted geometry (wB97M-V/def2-TZVPD).

## Properties
SMILES	C[C@H]1CCN1Br
relative energy (zero: lowest compared OMol25 entry of this formula, charge and spin)	59.6	kcal per mole

Geometry as ORCA input:
```
! RIJCOSX wB97M-V def2-TZVPD def2/J DEFGRID3
* xyz 0 1
C 0.86 -1.26 -0.48
C -0.14 -0.64 0.46
C 0.25 0.83 0.80
C -0.25 1.34 -0.54
N -1.19 -0.20 -0.48
Br -3.04 0.11 0.16
H 0.30 -2.16 -0.77
H 1.75 -1.48 0.06
H 1.18 -0.70 -1.26
H -0.44 -1.23 1.27
H 1.35 0.91 1.06
H -0.36 1.02 1.68
H -0.74 2.28 -0.59
H 0.47 1.20 -1.39
*
```

Entry from OMol25: the molecule C15H21N3 (wB97M-V/def2-TZVPD).

## Properties
SMILES	Cn1c(CNC2CCCCC2)nc2ccccc21
relative energy (zero: lowest compared OMol25 entry of this formula, charge and spin)	0.0	kcal per mole

Geometry as ORCA input:
```
! RIJCOSX wB97M-V def2-TZVPD def2/J DEFGRID3
* xyz 0 1
C -1.77 -2.44 -1.11
N -1.89 -1.30 -0.25
C -1.00 -0.89 0.70
C 0.28 -1.63 0.98
N 1.23 -0.87 1.76
C 2.13 0.02 1.03
C 1.44 1.03 0.09
C 2.48 1.97 -0.51
C 3.55 1.19 -1.26
C 4.22 0.17 -0.34
C 3.18 -0.77 0.26
N -1.38 0.18 1.34
C -2.59 0.52 0.80
C -3.44 1.58 1.11
C -4.62 1.68 0.39
C -4.95 0.76 -0.60
C -4.12 -0.30 -0.92
C -2.94 -0.41 -0.21
H -0.99 -2.28 -1.86
H -1.52 -3.33 -0.53
H -2.71 -2.61 -1.62
H 0.74 -1.95 0.05
H 0.02 -2.53 1.56
H 0.71 -0.33 2.45
H 2.65 0.59 1.81
H 0.94 0.49 -0.72
H 0.69 1.59 0.64
H 1.99 2.67 -1.19
H 2.95 2.55 0.29
H 4.30 1.87 -1.66
H 3.10 0.66 -2.10
H 4.97 -0.40 -0.89
H 4.73 0.70 0.47
H 3.65 -1.49 0.93
H 2.71 -1.33 -0.55
H -3.18 2.28 1.88
H -5.30 2.49 0.61
H -5.88 0.88 -1.14
H -4.39 -1.00 -1.70
*
```

Number 1: LUMO energy 0.9 eV, HOMO-LUMO gap 10.82 eV. Number 2: LUMO energy 0.1 eV, HOMO-LUMO gap 10.64 eV. Number 3: LUMO energy -4.8 eV, HOMO-LUMO gap 4.80 eV. Number 4: LUMO energy 0.7 eV, HOMO-LUMO gap 9.50 eV. Number 5: LUMO energy 0.5 eV, HOMO-LUMO gap 9.21 eV. Number 6: LUMO energy -4.2 eV, HOMO-LUMO gap 5.73 eV. Number 7: LUMO energy 0.4 eV, HOMO-LUMO gap 9.02 eV. Number 8: LUMO energy 0.7 eV, HOMO-LUMO gap 9.07 eV.